An isolated ion of composition C2HN2S3 and charge -1 in a non-equilibrium geometry, computed with ωB97M-V with the def2-TZVPD basis set.

Computed properties:
frontier orbital gap = 6.7 eV
energy above the lowest of the compared OMol25 structures with the same formula, charge and spin = 54.54 kcal/mol

Geometry as ORCA input:
```
! wB97M-V def2-TZVPD RIJCOSX def2/J DEFGRID3
* xyz -1 1
S -3.278 -0.608 0.332
N -1.875 -0.642 -0.372
N -0.720 -0.808 -0.054
C 0.505 -0.486 -0.052
C 1.124 0.838 0.019
S 2.753 0.770 0.423
S 0.285 2.250 -0.286
H 1.206 -1.312 -0.010
*
```

***

A 2-piece molecular cluster, C4H12NO3 overall in a non-equilibrium geometry, computed with ωB97M-V with the def2-TZVPD basis set.

Computed properties:
frontier orbital gap = 11.6 eV
energy above the lowest of the compared OMol25 structures with the same formula, charge and spin = 16.86 kcal/mol

Geometry as ORCA input:
```
! wB97M-V def2-TZVPD RIJCOSX def2/J DEFGRID3
* xyz 1 1
O 0.366 -1.368 -1.443
C -0.251 -0.178 -1.349
C -0.277 0.404 0.022
N 0.647 -0.286 0.971
C 0.027 -0.564 2.339
C -0.635 -1.915 2.420
O -0.781 0.371 -2.269
H 0.731 -1.538 -2.303
H -1.322 0.394 0.348
H -0.078 1.486 -0.005
H 1.468 0.300 1.124
H 1.000 -1.157 0.580
H 0.863 -0.516 3.038
H -0.687 0.231 2.515
H -1.017 -2.031 3.425
H -1.486 -1.960 1.727
H -0.012 -2.718 2.022
H 0.239 3.238 -1.792
H 1.028 3.815 -0.566
O 0.668 3.022 -0.933
*
```

***

C42H37BiClI2N10O3 as an isolated structure, computed with ωB97M-V with the def2-TZVPD basis set.

Computed properties:
frontier orbital gap = 7.4 eV
energy above the lowest of the compared OMol25 structures with the same formula, charge and spin = 5.89 kcal/mol

Geometry as ORCA input:
```
! wB97M-V def2-TZVPD RIJCOSX def2/J DEFGRID3
* xyz 1 1
Bi -0.496 0.002 -0.003
C 1.318 1.755 2.960
N -0.031 1.739 2.446
C -0.616 2.998 2.067
C -0.036 3.480 0.768
N 0.419 2.715 -0.190
C 0.867 3.591 -1.180
C 1.498 3.340 -2.399
C 1.835 4.422 -3.187
C 1.565 5.738 -2.782
C 0.964 6.009 -1.569
C 0.629 4.911 -0.784
N 0.052 4.805 0.469
C 2.306 1.042 2.079
N 2.047 0.357 0.997
C 3.271 -0.171 0.585
C 3.577 -1.020 -0.477
C 4.887 -1.434 -0.612
C 5.883 -1.019 0.283
C 5.597 -0.176 1.340
C 4.275 0.233 1.470
N 3.626 1.022 2.403
H 1.666 2.785 3.104
H 1.364 1.282 3.947
H -0.650 1.138 2.966
H -1.693 2.854 1.939
H -0.490 3.790 2.820
H 1.737 2.332 -2.707
H 2.327 4.256 -4.136
H 1.845 6.558 -3.430
H 0.770 7.024 -1.248
H -0.206 5.563 1.077
H 2.812 -1.349 -1.166
H 5.156 -2.102 -1.419
H 6.895 -1.375 0.148
H 6.365 0.139 2.034
H 4.040 1.446 3.214
I -3.996 -3.901 -0.882
C -4.236 -1.913 -1.453
C -5.375 -1.526 -2.183
C -5.533 -0.234 -2.597
I -7.254 0.267 -3.668
C -4.549 0.739 -2.280
C -4.625 2.099 -2.648
C -3.630 2.962 -2.283
C -2.536 2.471 -1.558
N -2.424 1.211 -1.201
C -3.411 0.338 -1.541
C -3.229 -1.027 -1.137
O -2.134 -1.401 -0.510
H -6.126 -2.268 -2.417
H -5.476 2.446 -3.219
H -3.665 4.008 -2.552
H -1.723 3.131 -1.286
O 1.770 -1.508 4.376
C 1.793 -2.934 4.410
N 2.984 -3.416 3.803
C 3.166 -3.817 2.508
O 4.220 -4.283 2.130
C 2.012 -3.696 1.554
C 1.777 -4.731 0.661
C 0.769 -4.588 -0.277
C 0.083 -3.389 -0.339
N 0.349 -2.365 0.479
C 1.268 -2.533 1.434
H 0.878 -1.241 4.632
H 0.927 -3.339 3.880
H 1.763 -3.278 5.446
H 3.827 -3.446 4.356
H 2.384 -5.627 0.708
H 0.526 -5.382 -0.969
H -0.710 -3.222 -1.056
H 1.425 -1.700 2.103
N -2.779 -2.541 3.808
C -2.452 -1.896 4.972
C -1.505 -0.982 4.619
N -1.244 -1.060 3.266
C -2.034 -2.007 2.812
H -3.457 -3.276 3.702
H -2.914 -2.130 5.915
H -1.035 -0.251 5.264
H -2.110 -2.329 1.781
Cl -3.928 -0.234 -6.223
C -2.600 -0.303 -5.108
C -2.273 -1.505 -4.504
C -1.264 -1.531 -3.555
C -0.573 -0.375 -3.188
C 0.434 -0.397 -2.085
C -0.876 0.803 -3.871
C -1.885 0.848 -4.820
H -2.813 -2.406 -4.764
H -1.020 -2.475 -3.083
H 1.212 0.352 -2.218
H 0.905 -1.376 -2.001
H -0.333 1.712 -3.643
H -2.122 1.771 -5.333
*
```

***

A 2-piece molecular cluster, C3H11N3O2 overall in a non-equilibrium geometry, computed with ωB97M-V with the def2-TZVPD basis set.

Computed properties:
frontier orbital gap (alpha / beta) = 3.1 / 9.7 eV
energy above the lowest of the compared OMol25 structures with the same formula, charge and spin = 9.01 kcal/mol

Geometry as ORCA input:
```
! wB97M-V def2-TZVPD RIJCOSX def2/J DEFGRID3
* xyz -1 2
O 0.365 -1.080 -1.185
C -0.463 -0.465 -0.502
N -0.992 -1.025 0.613
C -0.742 -2.432 0.910
N 0.642 -2.828 1.097
C -0.795 0.959 -0.920
N -0.137 1.371 -2.124
H -1.670 -0.508 1.145
H -1.269 -2.599 1.852
H -1.172 -3.006 0.086
H 1.094 -2.091 1.641
H 1.070 -2.659 0.185
H -0.365 1.510 -0.002
H -1.834 1.260 -0.814
H -0.405 0.748 -2.874
H 0.864 1.286 -1.993
H 1.248 3.596 0.632
H 2.727 3.802 1.085
O 1.833 4.161 1.167
*
```

***

A 3-piece molecular cluster, C4H14O3 overall in a non-equilibrium geometry, computed with ωB97M-V with the def2-TZVPD basis set.

Computed properties:
frontier orbital gap = 11.1 eV
energy above the lowest of the compared OMol25 structures with the same formula, charge and spin = 47.77 kcal/mol

Geometry as ORCA input:
```
! wB97M-V def2-TZVPD RIJCOSX def2/J DEFGRID3
* xyz 0 1
C 1.559 -0.665 -2.227
C 1.727 -0.620 -0.684
C 0.462 -0.675 0.082
C -0.661 0.400 -0.415
O 0.778 -0.444 1.494
H 0.649 -0.214 -2.508
H 1.465 -1.680 -2.708
H 2.404 -0.150 -2.752
H 2.120 -1.512 -0.338
H 2.246 0.273 -0.552
H 0.092 -1.689 -0.027
H -1.470 0.288 0.428
H -0.283 1.578 -0.457
H -0.928 0.184 -1.386
H 0.899 -1.320 1.932
O -1.272 -2.615 2.409
H -2.074 -2.455 2.943
H -1.205 -1.774 2.037
O -1.851 4.351 -0.885
H -1.792 3.943 0.049
H -1.895 3.552 -1.341
*
```

***

C40H92N4O22Rb2 as an isolated structure in a non-equilibrium geometry, computed with ωB97M-V with the def2-TZVPD basis set.

Computed properties:
frontier orbital gap (alpha / beta) = 5.0 / 3.5 eV

Geometry as ORCA input:
```
! wB97M-V def2-TZVPD RIJCOSX def2/J DEFGRID3
* xyz 1 2
Rb -1.893 18.199 18.559
Rb -2.994 20.260 14.993
C -4.001 14.078 16.075
C -4.885 14.039 15.061
C -5.523 15.277 14.525
O -6.443 15.327 13.626
C -5.102 16.542 14.931
C -4.143 16.711 16.032
C -3.605 15.321 16.694
O -2.969 15.444 17.759
O -3.767 17.868 16.259
O -5.155 12.870 14.548
H -3.452 13.231 16.457
H -5.269 17.417 14.320
C -12.406 9.259 15.486
O -12.338 9.231 16.971
C -11.273 10.038 17.530
C -11.406 11.597 17.644
N -10.392 12.347 18.418
C -8.991 12.183 18.224
C -8.215 12.986 19.339
O -7.980 14.310 18.922
C -6.727 14.582 18.267
H -12.533 10.293 15.166
H -13.306 8.995 14.929
H -11.564 8.713 15.062
H -10.424 9.831 16.878
H -10.996 9.522 18.450
H -12.405 11.953 17.893
H -11.325 11.929 16.609
H -10.661 12.418 19.389
H -8.712 12.342 17.183
H -8.716 11.155 18.462
H -7.333 12.361 19.486
H -8.761 12.937 20.281
H -6.758 15.651 18.052
H -6.746 14.020 17.333
H -5.799 14.350 18.788
C 5.395 6.660 18.063
O 5.301 7.502 16.876
C 5.207 9.007 17.026
C 3.815 9.356 17.586
N 2.719 8.749 16.862
C 1.398 9.205 17.361
C 1.091 10.415 16.421
O -0.313 10.697 16.594
C -0.665 11.992 16.192
H 5.122 5.648 17.764
H 4.462 6.817 18.605
H 6.356 6.837 18.545
H 5.229 9.434 16.023
H 6.058 9.335 17.623
H 3.875 10.444 17.538
H 3.640 9.134 18.639
H 2.697 8.836 15.856
H 1.203 9.456 18.403
H 0.879 8.281 17.108
H 1.320 10.310 15.361
H 1.641 11.283 16.785
H -0.636 12.147 15.113
H -0.112 12.748 16.749
H -1.667 12.224 16.552
C -1.888 17.554 13.101
O -1.146 18.765 13.297
C -0.183 19.031 12.274
C 0.441 20.439 12.381
N -0.387 21.488 12.894
C 0.163 22.782 12.522
C -0.020 23.329 11.129
O 1.174 24.015 10.702
C 2.424 23.340 10.635
H -1.220 16.716 13.299
H -2.276 17.518 12.083
H -2.692 17.596 13.835
H -0.667 18.989 11.298
H 0.593 18.269 12.207
H 0.828 20.760 11.414
H 1.376 20.312 12.928
H -0.196 21.470 13.885
H 1.213 22.896 12.791
H -0.324 23.471 13.212
H -0.927 23.911 11.295
H -0.209 22.733 10.236
H 2.995 23.384 11.563
H 2.945 23.651 9.730
H 2.141 22.297 10.495
C -4.901 20.904 17.862
O -5.761 21.539 16.894
C -6.230 22.864 16.924
C -7.252 22.978 15.807
N -6.798 22.589 14.489
C -5.793 23.585 13.882
C -6.436 24.945 13.534
O -7.251 24.780 12.379
C -8.419 25.619 12.208
H -4.220 20.114 17.545
H -5.517 20.629 18.718
H -4.244 21.594 18.391
H -5.378 23.542 16.971
H -6.720 23.088 17.872
H -7.615 24.005 15.849
H -7.983 22.289 16.230
H -7.589 22.711 13.873
H -5.491 23.122 12.943
H -4.832 23.655 14.390
H -5.761 25.775 13.326
H -7.004 25.376 14.357
H -9.047 25.449 11.333
H -8.102 26.650 12.048
H -9.166 25.571 13.000
C -8.993 10.267 12.780
C -7.907 11.285 12.953
O -8.038 12.192 13.999
O -9.056 9.269 13.873
H -8.920 9.669 11.872
H -9.953 10.748 12.597
H -7.617 11.846 12.065
H -6.928 10.929 13.275
H -7.178 12.337 14.400
H -8.518 9.528 14.625
C -7.265 18.289 10.158
C -8.115 19.100 9.090
O -7.328 19.791 8.151
O -8.165 17.464 10.960
H -6.824 19.089 10.752
H -6.488 17.696 9.676
H -8.625 19.929 9.580
H -8.790 18.380 8.628
H -6.719 20.451 8.490
H -7.930 17.215 11.857
C -4.232 14.599 10.767
C -3.175 14.344 11.926
O -3.061 12.999 12.443
O -4.934 15.887 10.861
H -4.922 13.761 10.664
H -3.669 14.523 9.837
H -3.513 15.008 12.721
H -2.216 14.581 11.467
H -3.766 12.760 13.049
H -5.429 15.985 11.678
C -8.343 19.058 15.021
C -7.432 19.273 13.784
O -6.174 19.778 14.021
O -8.185 17.720 15.461
H -9.402 19.284 14.892
H -8.017 19.606 15.905
H -7.978 19.895 13.074
H -7.252 18.390 13.171
H -6.166 20.698 14.296
H -7.331 17.582 15.877
C -1.154 15.112 22.052
C -1.555 14.424 20.678
O -1.552 15.622 19.921
O 0.208 15.569 22.042
H -1.117 14.396 22.873
H -1.749 15.894 22.524
H -2.586 14.071 20.714
H -0.895 13.673 20.243
H -2.055 15.490 19.114
H 0.222 16.099 21.241
*
```

***

| no. | energy (eV) |
| --- | --- |
| 1 | -37575.08097 |
| 2 | -11968.86486 |
| 3 | -99760.65855 |
| 4 | -11854.00578 |
| 5 | -10515.85794 |
| 6 | -95265.75226 |